ORCA calculation (the ωB97M-V functional and the def2-TZVPD basis) on 14 unconnected molecules or ions with the total composition C56H136N4O14 at a distorted geometry.

Bonds (Å) are listed after each position.
CARTESIAN COORDINATES (ANGSTROEM)
1 C 2.688 5.599 1.965  C2 1.508, H12 1.107, H13 1.084, H14 1.098
2 C 3.267 4.295 2.454  C1 1.508, C3 1.543, N7 1.490, C11 1.497
3 C 4.044 3.632 1.299  C2 1.543, C4 1.514, H15 1.114, H16 1.080
4 C 4.851 2.442 1.773  C3 1.514, C5 1.562, H17 1.112, H18 1.080
5 C 5.844 2.946 2.867  C4 1.562, C6 1.510, H19 1.115, H20 1.094
6 C 5.173 3.636 4.031  C5 1.510, N7 1.450, C9 1.579, C10 1.500
7 N 4.292 4.647 3.478  C2 1.490, C6 1.450, O8 1.445
8 O 3.481 5.207 4.535  N7 1.445, H30 0.946
9 C 4.505 2.573 4.988  C6 1.579, H21 1.070, H22 1.097, H23 1.073
10 C 6.100 4.458 4.875  C6 1.500, H24 1.104, H25 1.083, H26 1.099
11 C 2.203 3.422 3.041  C2 1.497, H27 1.111, H28 1.110, H29 1.091
12 H 2.015 5.391 1.112  C1 1.107
13 H 3.563 6.137 1.621  C1 1.084
14 H 2.171 6.130 2.776  C1 1.098
15 H 3.347 3.403 0.461  C3 1.114
16 H 4.723 4.393 0.942  C3 1.080
17 H 5.500 2.004 0.983  C4 1.112
18 H 4.151 1.696 2.122  C4 1.080
19 H 6.510 3.643 2.306  C5 1.115
20 H 6.479 2.107 3.164  C5 1.094
21 H 3.643 3.003 5.455  C9 1.070
22 H 4.175 1.655 4.486  C9 1.097
23 H 5.292 2.287 5.658  C9 1.073
24 H 6.681 5.063 4.158  C10 1.104
25 H 5.521 5.031 5.588  C10 1.083
26 H 6.806 3.837 5.444  C10 1.099
27 H 1.840 3.843 4.003  C11 1.111
28 H 2.507 2.372 3.232  C11 1.110
29 H 1.283 3.292 2.468  C11 1.091
30 H 3.859 6.067 4.645  O8 0.946
31 C -5.631 2.335 -6.707  C32 1.551, H42 1.085, H43 1.085, H44 1.066
32 C -4.448 1.411 -6.317  C31 1.551, C33 1.529, N37 1.457, C41 1.500
33 C -4.361 0.313 -7.377  C32 1.529, C34 1.567, H45 1.093, H46 1.091
34 C -3.109 -0.579 -7.072  C33 1.567, C35 1.540, H47 1.110, H48 1.075
35 C -1.861 0.315 -7.204  C34 1.540, C36 1.529, H49 1.078, H50 1.090
36 C -1.931 1.500 -6.242  C35 1.529, N37 1.439, C39 1.549, C40 1.524
37 N -3.198 2.144 -6.470  C32 1.457, C36 1.439, O38 1.450
38 O -3.227 3.273 -5.561  N37 1.450, H60 0.965
39 C -1.635 1.096 -4.776  C36 1.549, H51 1.094, H52 1.081, H53 1.115
40 C -0.944 2.557 -6.725  C36 1.524, H54 1.107, H55 1.091, H56 1.086
41 C -4.657 0.840 -4.945  C32 1.500, H57 1.102, H58 1.088, H59 1.084
42 H -6.467 1.665 -6.537  C31 1.085
43 H -5.529 2.704 -7.722  C31 1.085
44 H -5.749 3.187 -6.078  C31 1.066
45 H -5.281 -0.275 -7.422  C33 1.093
46 H -4.215 0.770 -8.357  C33 1.091
47 H -3.068 -1.383 -7.836  C34 1.110
48 H -3.248 -1.126 -6.157  C34 1.075
49 H -1.800 0.620 -8.236  C35 1.078
50 H -0.967 -0.253 -6.947  C35 1.090
51 H -1.951 0.083 -4.508  C39 1.094
52 H -0.563 1.136 -4.648  C39 1.081
53 H -2.155 1.736 -4.026  C39 1.115
54 H -0.852 3.333 -5.940  C40 1.107
55 H 0.061 2.198 -6.952  C40 1.091
56 H -1.375 2.957 -7.637  C40 1.086
57 H -5.661 0.434 -4.743  C41 1.102
58 H -4.527 1.560 -4.140  C41 1.088
59 H -4.044 -0.037 -4.771  C41 1.084
60 H -3.186 4.004 -6.189  O38 0.965
61 C -0.987 -0.777 7.310  C62 1.550, H72 1.075, H73 1.080, H74 1.086
62 C -0.946 -0.855 5.762  C61 1.550, C63 1.536, N67 1.451, C71 1.539
63 C -0.149 0.308 5.153  C62 1.536, C64 1.529, H75 1.122, H76 1.077
64 C 1.366 0.164 5.297  C63 1.529, C65 1.523, H77 1.101, H78 1.112
65 C 1.732 -1.217 4.768  C64 1.523, C66 1.570, H79 1.126, H80 1.123
66 C 0.917 -2.428 5.346  C65 1.570, N67 1.476, C69 1.528, C70 1.533
67 N -0.512 -2.105 5.165  C62 1.451, C66 1.476, O68 1.447
68 O -1.248 -3.192 5.774  N67 1.447, H90 0.965
69 C 1.108 -3.631 4.423  C66 1.528, H81 1.084, H82 1.120, H83 1.097
70 C 1.329 -2.800 6.774  C66 1.533, H84 1.108, H85 1.068, H86 1.072
71 C -2.382 -0.621 5.261  C62 1.539, H87 1.083, H88 1.117, H89 1.085
72 H -1.173 -1.717 7.797  C61 1.075
73 H -1.723 -0.042 7.602  C61 1.080
74 H -0.051 -0.344 7.649  C61 1.086
75 H -0.373 0.435 4.061  C63 1.122
76 H -0.502 1.202 5.637  C63 1.077
77 H 1.655 0.281 6.353  C64 1.101
78 H 1.898 0.928 4.689  C64 1.112
79 H 2.840 -1.372 4.904  C65 1.126
80 H 1.526 -1.229 3.664  C65 1.123
81 H 0.594 -4.456 4.904  C69 1.084
82 H 0.769 -3.437 3.372  C69 1.120
83 H 2.170 -3.905 4.424  C69 1.097
84 H 0.608 -3.527 7.198  C70 1.108
85 H 2.278 -3.290 6.771  C70 1.068
86 H 1.303 -1.935 7.407  C70 1.072
87 H -3.053 -1.281 5.798  C71 1.083
88 H -2.417 -0.889 4.177  C71 1.117
89 H -2.674 0.420 5.343  C71 1.085
90 H -1.685 -3.631 5.034  O68 0.965
91 C -0.324 -2.499 0.305  C92 1.519, H102 1.096, H103 1.081, H104 1.106
92 C 0.577 -1.297 0.532  C91 1.519, C93 1.546, N97 1.500, C101 1.518
93 C 2.012 -1.833 0.738  C92 1.546, C94 1.558, H105 1.084, H106 1.134
94 C 3.028 -0.652 0.739  C93 1.558, C95 1.520, H107 1.097, H108 1.111
95 C 2.955 0.019 -0.623  C94 1.520, C96 1.529, H109 1.063, H110 1.093
96 C 1.548 0.569 -0.856  C95 1.529, N97 1.475, C99 1.509, C100 1.584
97 N 0.633 -0.586 -0.788  C92 1.500, C96 1.475, O98 1.429
98 O -0.701 -0.221 -1.145  N97 1.429, H120 0.982
99 C 1.199 1.737 0.034  C96 1.509, H111 1.084, H112 1.074, H113 1.105
100 C 1.431 1.104 -2.342  C96 1.584, H114 1.123, H115 1.066, H116 1.094
101 C 0.049 -0.484 1.701  C92 1.518, H117 1.125, H118 1.098, H119 1.084
102 H -0.197 -3.233 1.109  C91 1.096
103 H -0.088 -3.092 -0.567  C91 1.081
104 H -1.381 -2.189 0.205  C91 1.106
105 H 2.077 -2.328 1.700  C93 1.084
106 H 2.237 -2.535 -0.124  C93 1.134
107 H 4.015 -1.027 1.034  C94 1.097
108 H 2.799 0.057 1.563  C94 1.111
109 H 3.218 -0.702 -1.359  C95 1.063
110 H 3.728 0.779 -0.755  C95 1.093
111 H 1.812 2.615 -0.136  C99 1.084
112 H 0.213 2.139 -0.105  C99 1.074
113 H 1.275 1.465 1.102  C99 1.105
114 H 1.742 0.309 -3.073  C100 1.123
115 H 0.443 1.497 -2.419  C100 1.066
116 H 2.146 1.906 -2.555  C100 1.094
117 H 0.899 0.075 2.180  C101 1.125
118 H -0.280 -1.236 2.431  C101 1.098
119 H -0.718 0.227 1.415  C101 1.084
120 H -0.948 0.486 -0.510  O98 0.982
121 C -3.779 -3.898 1.504  C122 1.551, H124 1.080, H125 1.109, H126 1.111
122 C -2.969 -3.277 2.672  C121 1.551, O123 1.462, H127 1.099, H128 1.069
123 O -2.562 -4.369 3.554  C122 1.462, H129 0.965
124 H -3.182 -4.531 0.864  C121 1.080
125 H -4.188 -3.177 0.767  C121 1.109
126 H -4.702 -4.345 1.931  C121 1.111
127 H -3.615 -2.656 3.309  C122 1.099
128 H -2.050 -2.872 2.307  C122 1.069
129 H -3.360 -4.873 3.752  O123 0.965
130 C -2.240 3.007 2.816  C131 1.547, H133 1.101, H134 1.072, H135 1.114
131 C -2.970 1.842 2.109  C130 1.547, O132 1.456, H136 1.068, H137 1.115
132 O -2.561 1.809 0.713  C131 1.456, H138 0.952
133 H -2.546 3.052 3.873  C130 1.101
134 H -2.413 3.967 2.372  C130 1.072
135 H -1.152 2.785 2.723  C130 1.114
136 H -4.038 1.878 2.103  C131 1.068
137 H -2.636 0.922 2.642  C131 1.115
138 H -3.084 1.096 0.361  O132 0.952
139 C -0.083 4.642 -3.107  C140 1.485, H142 1.110, H143 1.111, H144 1.092
140 C 0.903 4.889 -2.024  C139 1.485, O141 1.460, H145 1.107, H146 1.112
141 O 0.395 5.220 -0.696  C140 1.460, H147 1.007
142 H -0.944 5.340 -3.026  C139 1.110
143 H -0.555 3.636 -3.088  C139 1.111
144 H 0.255 4.743 -4.140  C139 1.092
145 H 1.561 5.734 -2.302  C140 1.107
146 H 1.624 4.048 -1.940  C140 1.112
147 H -0.555 4.915 -0.559  O141 1.007
148 C -3.229 -1.715 -2.183  C149 1.482, H151 1.106, H152 1.104, H153 1.094
149 C -3.826 -0.471 -1.641  C148 1.482, O150 1.395, H154 1.107, H155 1.096
150 O -3.774 -0.430 -0.247  C149 1.395, H156 0.971
151 H -3.778 -2.638 -1.917  C148 1.106
152 H -2.203 -1.800 -1.784  C148 1.104
153 H -3.184 -1.698 -3.276  C148 1.094
154 H -4.888 -0.390 -1.942  C149 1.107
155 H -3.229 0.409 -1.908  C149 1.096
156 H -4.231 -1.183 0.162  O150 0.971
157 C -0.381 -3.545 -3.853  C158 1.506, H160 1.099, H161 1.109, H162 1.068
158 C 0.542 -2.373 -3.649  C157 1.506, O159 1.427, H163 1.084, H164 1.093
159 O 1.486 -2.502 -2.586  C158 1.427, H165 0.992
160 H -1.169 -3.185 -4.530  C157 1.099
161 H -0.857 -3.976 -2.948  C157 1.109
162 H 0.113 -4.400 -4.261  C157 1.068
163 H -0.116 -1.554 -3.379  C158 1.084
164 H 1.097 -2.116 -4.555  C158 1.093
165 H 1.175 -1.879 -1.879  O159 0.992
166 C -3.667 -5.817 -1.543  C167 1.541, H169 1.109, H170 1.099, H171 1.114
167 C -2.988 -7.054 -0.924  C166 1.541, O168 1.399, H172 1.089, H173 1.125
168 O -1.611 -6.895 -0.728  C167 1.399, H174 0.965
169 H -3.396 -5.778 -2.617  C166 1.109
170 H -3.220 -4.914 -1.106  C166 1.099
171 H -4.767 -5.854 -1.369  C166 1.114
172 H -3.204 -7.952 -1.500  C167 1.089
173 H -3.506 -7.244 0.055  C167 1.125
174 H -1.415 -6.553 0.154  O168 0.965
175 C 0.839 -7.739 1.513  C176 1.521, H178 1.047, H179 1.066, H180 1.073
176 C 0.419 -6.546 2.356  C175 1.521, O177 1.470, H181 1.116, H182 1.114
177 O -0.921 -6.142 1.905  C176 1.470, H183 0.985
178 H 1.748 -8.164 1.811  C175 1.047
179 H 0.897 -7.490 0.478  C175 1.066
180 H 0.041 -8.457 1.532  C175 1.073
181 H 1.056 -5.634 2.270  C176 1.116
182 H 0.377 -6.820 3.435  C176 1.114
183 H -1.296 -5.514 2.566  O177 0.985
184 C 5.386 3.967 -2.002  C185 1.493, H187 1.113, H188 1.101, H189 1.119
185 C 4.747 5.316 -1.998  C184 1.493, O186 1.448, H190 1.073, H191 1.107
186 O 3.968 5.433 -3.214  C185 1.448, H192 0.953
187 H 6.056 3.990 -2.890  C184 1.113
188 H 4.694 3.117 -2.109  C184 1.101
189 H 5.994 3.875 -1.068  C184 1.119
190 H 5.551 6.026 -1.991  C185 1.073
191 H 4.183 5.454 -1.056  C185 1.107
192 H 3.479 6.250 -3.253  O186 0.953
193 C 2.571 -5.739 -1.852  C194 1.535, H196 1.109, H197 1.095, H198 1.103
194 C 3.427 -5.481 -3.101  C193 1.535, O195 1.417, H199 1.117, H200 1.068
195 O 2.803 -5.943 -4.287  C194 1.417, H201 0.946
196 H 3.087 -5.462 -0.910  C193 1.109
197 H 2.386 -6.819 -1.824  C193 1.095
198 H 1.620 -5.195 -1.975  C193 1.103
199 H 4.363 -6.084 -3.024  C194 1.117
200 H 3.733 -4.461 -3.177  C194 1.068
201 H 2.716 -5.210 -4.878  O195 0.946
202 C -4.100 3.304 -1.879  C203 1.537, H205 1.115, H206 1.085, H207 1.113
203 C -3.554 4.481 -1.056  C202 1.537, O204 1.441, H208 1.082, H209 1.057
204 O -2.227 4.267 -0.538  C203 1.441, H210 0.981
205 H -5.087 3.576 -2.323  C202 1.115
206 H -4.350 2.505 -1.189  C202 1.085
207 H -3.405 3.029 -2.703  C202 1.113
208 H -4.263 4.713 -0.273  C203 1.082
209 H -3.520 5.291 -1.735  C203 1.057
210 H -2.297 3.430 -0.030  O204 0.981

M in g mol⁻¹: 1089.72
Multiplicity: 1
Lowest unoccupied orbital energy in eV: 0.17
E_HOMO in eV: -8.77